Entry 1:
The following is a quantum chemistry calculation of an isolated molecule of C4H9N, from OMol25.

Results
**ΔE to the lowest compared entry with this formula, charge and spin**: 1.7512 eV
**HOMO**: -8.1287 eV
**Total charge**: 0
**Frontier orbital gap**: 0.338 Ha
**Max |F|**: 4.7 eV/Å
**Lowest unoccupied orbital energy**: 0.0397 hartree

```
14
Properties=species:S:1:pos:R:3:mulliken_charge:R:1
C -1.6498 0.7824 -0.0505 -1.159
C -0.5217 -0.0102 0.1648 0.748
C -0.0645 -0.4641 1.5609 -1.138
N 0.1853 -0.5029 -0.8863 -0.290
C 1.4729 -0.0075 -1.0305 -0.811
H -2.3873 0.8910 0.7328 0.281
H -1.8370 0.9479 -1.0762 0.288
H 0.7122 -1.2158 1.5453 0.376
H 0.1630 0.4825 2.1335 0.282
H -1.0728 -0.9611 2.0126 0.318
H -0.4572 -0.4291 -1.7551 0.273
H 1.5212 0.9619 -1.7087 0.218
H 1.8279 0.0928 -0.0391 0.322
H 2.1078 -0.5679 -1.6033 0.293
```



Entry 2:
The following is a quantum chemistry calculation of a cluster of 2 separate species, CHF2NO2 in total, from OMol25.

Results
**ΔE to the lowest compared entry with this formula, charge and spin**: 3.7600 eV
**HOMO (alpha / beta)**: -10.6871 / -8.5307 eV
**Total charge**: 0
**Frontier orbital gap (alpha / beta)**: 0.377 / 0.296 Ha
**Max |F|**: 4.0 eV/Å
**Lowest unoccupied orbital energy (alpha / beta)**: -0.0156 / -0.0173 hartree

```
7
Properties=species:S:1:pos:R:3:mulliken_charge:R:1
C 0.8402 0.9550 0.3419 0.365
N 3.0576 -0.6200 0.0890 0.145
O 0.3731 0.0900 0.9843 -0.337
O 0.4236 2.1038 -0.0779 -0.362
F 3.7703 0.4397 0.5365 -0.095
F 3.1927 -0.6012 -1.2216 -0.079
H 0.7653 2.4196 -0.8661 0.363
```



Entry 3:
The following is a quantum chemistry calculation of a cluster of 2 separate species, CH2Cl2O3 in total, from OMol25.

Results
**ΔE to the lowest compared entry with this formula, charge and spin**: 2.3754 eV
**HOMO**: -10.0642 eV
**Total charge**: 0
**Frontier orbital gap**: 0.331 Ha
**Max |F|**: 1.4 eV/Å
**Lowest unoccupied orbital energy**: -0.0384 hartree

```
8
Properties=species:S:1:pos:R:3:mulliken_charge:R:1
O -1.2499 -0.1795 -0.6080 -0.475
C -0.2876 -0.4184 -1.2678 0.265
O 0.9268 -0.3485 -0.7229 -0.181
Cl 2.2773 -0.6661 -1.7187 0.031
H -0.2963 -0.6436 -2.3479 0.330
O -0.5482 0.2160 2.2609 -0.380
Cl 0.0170 1.5961 3.0386 -0.006
H -0.8390 0.4439 1.3658 0.415
```



Entry 4:
The following is a quantum chemistry calculation of a structure of composition C3H3InO2, from OMol25.

Results
**ΔE to the lowest compared entry with this formula, charge and spin**: 2.2511 eV
**HOMO (alpha / beta)**: -13.7764 / -13.6543 eV
**⟨S²⟩**: 0.76
**Total charge**: +1
**Frontier orbital gap (alpha / beta)**: 0.318 / 0.217 Ha
**Max |F|**: 9.6 eV/Å
**Lowest unoccupied orbital energy (alpha / beta)**: -0.1883 / -0.2850 hartree
**Spin multiplicity**: 2

```
9
Properties=species:S:1:pos:R:3:mulliken_charge:R:1
O -0.5207 -0.1956 -1.5040 -0.403
In -2.0746 -0.1427 -2.4034 0.574
O -1.4137 -1.2906 1.6114 -0.200
C -0.7554 -0.8359 0.7329 0.547
C -0.4027 0.0649 -0.2067 0.474
C 1.0227 0.4850 0.3733 -1.049
H 1.8142 -0.1721 -0.0183 0.340
H 1.1067 0.6026 1.4615 0.388
H 1.2235 1.4843 -0.0468 0.329
```



Entry 5:
The following is a quantum chemistry calculation of a structure of composition C16H32NO2P2PbSi, from OMol25.

Results
**ΔE to the lowest compared entry with this formula, charge and spin**: 7.1738 eV
**HOMO (alpha / beta)**: -17.6438 / -18.4557 eV
**Total charge**: +3
**Frontier orbital gap (alpha / beta)**: 0.167 / 0.259 Ha
**Max |F|**: 3.6 eV/Å
**Lowest unoccupied orbital energy (alpha / beta)**: -0.4810 / -0.4193 hartree

```
55
Properties=species:S:1:pos:R:3:mulliken_charge:R:1
Pb 1.0366 -1.1616 0.2119 0.763
P -0.5651 1.3664 2.4546 1.446
C -2.1735 0.8730 1.9323 -0.836
C -2.7060 0.9851 0.6059 0.476
N -1.9597 0.5584 -0.4660 0.043
C -2.4024 0.8042 -1.6935 0.465
C -3.5661 1.5368 -1.9795 -0.688
C -4.3862 1.9218 -0.9146 -0.647
C -3.9927 1.5855 0.3677 -0.676
C -1.6048 0.3498 -2.8990 -0.942
P -0.5080 -1.1458 -2.6772 0.439
H -4.6391 1.7862 1.2238 0.445
H -3.7789 1.7891 -3.0166 0.507
H -5.2972 2.4700 -1.1296 0.482
H -2.2951 0.1293 -3.7239 0.571
H -0.9406 1.1658 -3.2164 0.471
H -2.1071 -4.0873 2.5844 0.317
H -2.9285 0.9927 2.7438 0.430
H -2.0709 -5.1574 -1.6318 0.335
O -2.3832 -3.2398 2.9774 -0.609
H -2.9275 -2.7568 2.3470 0.311
H -0.0767 -2.2060 -0.5013 0.081
O -1.1510 -5.4050 -1.7291 -0.588
H -0.8877 -5.1176 -0.7987 0.267
C -1.6933 -2.3879 -3.3326 -1.362
H -1.9457 -2.1846 -4.3845 0.441
H -1.2478 -3.3849 -3.2410 0.480
H -2.6120 -2.3608 -2.7354 0.374
C 0.5082 -1.0336 -4.2089 -1.212
H 1.3285 -1.7560 -4.1088 0.389
H -0.0616 -1.2871 -5.1146 0.402
H 0.9457 -0.0357 -4.3231 0.407
C -0.4236 3.1646 2.4184 -1.247
H -0.9349 3.5990 3.2887 0.438
H 0.6052 3.5506 2.3794 0.418
H -0.9490 3.5183 1.5152 0.418
C -0.1901 0.6436 4.0681 -1.215
H 0.8933 0.5018 4.1789 0.398
H -0.5677 1.2732 4.8786 0.456
H -0.6764 -0.3376 4.1141 0.445
C 4.4797 1.6041 2.3614 -0.947
Si 3.8492 0.6494 0.8912 0.009
C 4.2604 1.5325 -0.6946 -0.948
C 4.6368 -1.0509 0.8790 -1.044
C 1.9860 0.6408 1.1074 0.683
C 0.7474 0.7476 1.4223 -0.874
H 5.5778 1.5834 2.3193 0.368
H 4.1328 1.1518 3.3018 0.347
H 4.1222 2.6427 2.3119 0.333
H 5.3248 1.8059 -0.6662 0.363
H 4.0727 0.9004 -1.5731 0.346
H 3.6562 2.4460 -0.7765 0.360
H 4.2277 -1.7122 1.6556 0.375
H 4.5503 -1.5534 -0.0947 0.375
H 5.7084 -0.9076 1.0907 0.364
```



Entry 6:
The following is a quantum chemistry calculation of a cluster of 2 separate species, C2H5NO in total, from OMol25.

Results
**ΔE to the lowest compared entry with this formula, charge and spin**: 3.8735 eV
**HOMO**: -8.1916 eV
**Total charge**: 0
**Frontier orbital gap**: 0.328 Ha
**Max |F|**: 2.7 eV/Å
**Lowest unoccupied orbital energy**: 0.0274 hartree

```
9
Properties=species:S:1:pos:R:3:mulliken_charge:R:1
C -1.4931 0.0880 0.4390 -0.415
C 0.5191 0.0105 1.8825 -0.332
N -0.3979 0.2351 1.1055 0.028
O 1.2785 0.0748 -1.3667 -0.641
H -2.1464 -0.8013 0.5454 0.262
H -1.4406 0.5772 -0.5340 0.255
H 1.2841 0.3062 -2.2970 0.306
H 0.5244 0.7054 2.7254 0.210
H 1.1476 -0.9450 -1.3693 0.327
```



Entry 7:
The following is a quantum chemistry calculation of an isolated molecule of C4H5F3N2, from OMol25.

Results
**ΔE to the lowest compared entry with this formula, charge and spin**: 7.5638 eV
**HOMO (alpha / beta)**: -8.6829 / -8.7929 eV
**Total charge**: 0
**Frontier orbital gap (alpha / beta)**: 0.313 / 0.323 Ha
**Max |F|**: 5.1 eV/Å
**Lowest unoccupied orbital energy (alpha / beta)**: -0.0063 / 0.0000 hartree

```
14
Properties=species:S:1:pos:R:3:mulliken_charge:R:1
C -1.1445 -0.9825 -0.4930 0.477
C -1.4761 -0.1247 0.4093 -0.032
C 0.1781 -0.4314 -1.0657 -0.634
C 1.0043 0.0412 1.2639 -0.700
N 0.8562 1.7002 -0.1866 -0.641
N 0.4271 0.4958 -0.0008 0.741
F -1.7422 -2.0411 -1.1605 -0.301
F -2.4734 -0.0498 1.2390 -0.254
F 0.0682 2.2744 -1.2208 -0.218
H 0.9465 -1.0216 -1.3303 0.406
H 0.0239 0.1315 -2.0629 0.216
H 1.6891 -0.7457 1.1349 0.287
H 1.4651 0.9888 1.6013 0.387
H 0.1776 -0.2351 1.8722 0.267
```



Entry 8:
The following is a quantum chemistry calculation of a structure of composition C5H9NO, from OMol25.

Results
**ΔE to the lowest compared entry with this formula, charge and spin**: 4.9219 eV
**HOMO**: -7.5375 eV
**Total charge**: 0
**Frontier orbital gap**: 0.303 Ha
**Max |F|**: 2.1 eV/Å
**Lowest unoccupied orbital energy**: 0.0255 hartree

```
16
Properties=species:S:1:pos:R:3:mulliken_charge:R:1
C 0.8954 1.6271 -0.1447 -1.214
C -1.2598 0.5506 0.7947 -0.707
C -0.3827 -0.8151 -0.2628 1.054
N 0.6568 -1.4119 0.4566 -0.386
C -0.3954 0.8590 -0.3203 0.201
C -1.0156 -1.4543 -1.2616 -1.076
O -0.7333 0.4379 2.0088 -0.260
H 0.2412 0.5826 2.0443 0.233
H 1.0047 -1.1140 1.3571 0.127
H 0.8590 -2.3592 0.1689 0.190
H -0.9324 1.0872 -1.2338 0.409
H -1.7192 -0.9522 -1.9049 0.247
H -0.8856 -2.5175 -1.4039 0.247
H 1.4671 1.6379 -1.0722 0.358
H 0.6706 2.6554 0.1469 0.311
H 1.5294 1.1864 0.6269 0.264
```



What did the first record say?
The following is a quantum chemistry calculation of an isolated molecule of C4H9N, from OMol25.

Results
**ΔE to the lowest compared entry with this formula, charge and spin**: 1.7512 eV
**HOMO**: -8.1287 eV
**Total charge**: 0
**Frontier orbital gap**: 0.338 Ha
**Max |F|**: 4.7 eV/Å
**Lowest unoccupied orbital energy**: 0.0397 hartree

```
14
Properties=species:S:1:pos:R:3:mulliken_charge:R:1
C -1.6498 0.7824 -0.0505 -1.159
C -0.5217 -0.0102 0.1648 0.748
C -0.0645 -0.4641 1.5609 -1.138
N 0.1853 -0.5029 -0.8863 -0.290
C 1.4729 -0.0075 -1.0305 -0.811
H -2.3873 0.8910 0.7328 0.281
H -1.8370 0.9479 -1.0762 0.288
H 0.7122 -1.2158 1.5453 0.376
H 0.1630 0.4825 2.1335 0.282
H -1.0728 -0.9611 2.0126 0.318
H -0.4572 -0.4291 -1.7551 0.273
H 1.5212 0.9619 -1.7087 0.218
H 1.8279 0.0928 -0.0391 0.322
H 2.1078 -0.5679 -1.6033 0.293
```



What is the max |F| in the fourth record?
9.6 eV/Å